(1)
Here is an isolated molecule of C7H11BO2 in a non-equilibrium geometry from the Open Molecules 2025 dataset. Energies are from ωB97M-V/def2-TZVPD.

The LUMO energy is 0.33 eV. The SMILES is C=C[C@]1(C)C/C1=C/B(O)O. As for the largest force on an atom: 0.0667 Eh/bohr. The value obtained for the gap between HOMO and LUMO is 8.49 eV. The calculation puts the electronic energy at -448.61469 Eh. Its multiplicity is 1.

CARTESIAN COORDINATES (ANGSTROEM)
1 B 2.722 0.032 -0.174
2 C -0.813 -1.131 1.137
3 C -2.159 1.806 1.065
4 C 0.353 -0.531 0.663
5 C -1.798 1.010 0.021
6 C 1.715 -0.629 0.775
7 C -1.270 -0.364 -0.095
8 C -1.418 -1.030 -1.434
9 O 2.104 0.750 -1.211
10 O 4.094 -0.042 0.099
11 H -1.284 -0.712 1.948
12 H -0.916 -2.193 1.246
13 H -2.275 2.826 0.877
14 H -2.352 1.616 2.099
15 H 1.994 -1.279 1.542
16 H -1.654 1.650 -0.839
17 H -0.881 -1.968 -1.603
18 H -2.488 -1.142 -1.729
19 H -0.989 -0.323 -2.164
20 H 2.819 0.908 -1.873
21 H 4.496 0.745 -0.350

=====

(2)
Here is a structure of composition C26H30BFN8O3S2SeTi in a non-equilibrium geometry from the Open Molecules 2025 dataset. Energies are from ωB97M-V/def2-TZVPD.

The LUMO energy is -3.33 eV. The total charge is +1. As for the largest force on an atom: 0.0440 Eh/bohr. The value obtained for the gap between HOMO and LUMO is 5.71 eV. The calculation puts the electronic energy at -5844.46412 Eh. Its multiplicity is 2.

CARTESIAN COORDINATES (ANGSTROEM)
1 Ti -3.074 -1.484 -0.383
2 F 0.116 4.101 -1.184
3 C 0.480 2.888 -1.674
4 C -0.435 1.886 -1.662
5 C -0.068 0.618 -2.116
6 C -0.987 -0.489 -2.005
7 O -2.144 -0.255 -1.483
8 C -0.553 -1.752 -2.393
9 C 0.712 -1.872 -2.932
10 N 1.582 -0.864 -3.028
11 C 2.936 -1.118 -3.499
12 C 3.620 -2.386 -3.095
13 C 4.056 -1.081 -2.499
14 C 1.226 0.405 -2.605
15 C 2.140 1.472 -2.640
16 C 1.799 2.712 -2.145
17 N 2.800 3.714 -2.113
18 C 3.994 3.427 -1.338
19 C 3.885 3.945 0.089
20 N 3.650 5.438 0.022
21 C 2.396 5.772 -0.757
22 C 2.493 5.131 -2.138
23 C -1.273 -3.034 -2.062
24 O -1.119 -4.046 -2.707
25 O -1.968 -2.924 -0.958
26 H -1.423 2.058 -1.255
27 H 1.064 -2.843 -3.251
28 H 3.128 -0.735 -4.493
29 H 4.246 -2.858 -3.838
30 H 3.094 -3.064 -2.438
31 H 4.997 -0.651 -2.813
32 H 3.770 -0.910 -1.468
33 H 3.129 1.330 -3.047
34 H 4.865 3.884 -1.824
35 H 4.176 2.356 -1.305
36 H 4.789 3.788 0.674
37 H 3.026 3.523 0.612
38 H 4.458 5.879 -0.425
39 H 3.591 5.831 0.962
40 H 2.327 6.857 -0.801
41 H 1.577 5.370 -0.169
42 H 3.293 5.631 -2.697
43 H 1.569 5.317 -2.680
44 C -7.067 -0.401 2.542
45 N -5.741 -0.744 3.024
46 C -5.459 -1.420 4.190
47 C -4.128 -1.643 4.200
48 N -3.596 -1.131 3.038
49 B -2.163 -1.042 2.466
50 N -1.135 -2.116 2.856
51 C -1.182 -3.169 3.746
52 C -0.019 -3.850 3.657
53 N 0.747 -3.202 2.711
54 C 2.053 -3.627 2.254
55 C 0.060 -2.150 2.208
56 S 0.615 -1.095 0.984
57 C -4.600 -0.562 2.333
58 S -4.476 0.305 0.843
59 H -7.754 -0.434 3.384
60 H -7.379 -1.116 1.782
61 H -7.054 0.600 2.119
62 H -6.228 -1.674 4.896
63 H -3.534 -2.104 4.965
64 H -2.289 -1.288 1.293
65 H -1.736 0.075 2.531
66 H -2.035 -3.387 4.355
67 H 0.328 -4.727 4.171
68 H 2.517 -4.224 3.035
69 H 2.658 -2.747 2.047
70 H 1.965 -4.216 1.341
71 Se -5.376 -4.253 1.411
72 C -5.090 -3.196 0.021
73 N -4.838 -2.428 -0.841

=====

(3)
Here is the ion C12H13N2 with charge +1 in a non-equilibrium geometry from the Open Molecules 2025 dataset. Energies are from ωB97M-V/def2-TZVPD.

The LUMO energy is -4.88 eV. The total charge is +1. The SMILES is CC=[N+]=C[C@@H](C#N)c1ccc(C)cc1. As for the largest force on an atom: 0.0904 Eh/bohr. The value obtained for the gap between HOMO and LUMO is 7.70 eV. The calculation puts the electronic energy at -574.21697 Eh. Its multiplicity is 1.

CARTESIAN COORDINATES (ANGSTROEM)
1 C 0.483 -0.059 -0.827
2 C 1.347 -1.458 0.920
3 C 1.737 0.523 -0.890
4 C 2.625 -0.916 0.761
5 C -1.848 -2.008 -0.853
6 C -1.958 -0.775 1.230
7 C 0.280 -1.063 0.148
8 C -1.153 -1.706 0.425
9 C 2.839 0.102 -0.140
10 C -3.570 0.911 0.312
11 C 4.174 0.657 -0.331
12 C -3.063 2.208 -0.413
13 N -2.307 -2.264 -1.863
14 N -2.802 0.101 0.808
15 H -0.330 0.150 -1.368
16 H 1.208 -2.179 1.650
17 H 1.800 1.461 -1.645
18 H 3.475 -1.153 1.388
19 H -1.033 -2.720 0.892
20 H -1.765 -0.661 2.211
21 H -4.686 0.692 0.505
22 H 4.840 0.388 0.580
23 H 4.629 0.444 -1.230
24 H 4.004 1.776 -0.473
25 H -3.949 2.957 -0.539
26 H -2.712 1.767 -1.309
27 H -2.265 2.825 0.049

=====

(4)
Here is a cluster of 2 separate species, C32H52N2P in total in a non-equilibrium geometry from the Open Molecules 2025 dataset. Energies are from ωB97M-V/def2-TZVPD.

The LUMO energy is -5.42 eV. The total charge is +1. As for the largest force on an atom: 0.0564 Eh/bohr. The value obtained for the gap between HOMO and LUMO is 3.47 eV. The calculation puts the electronic energy at -1701.11935 Eh. Its multiplicity is 1.

CARTESIAN COORDINATES (ANGSTROEM)
1 C -3.397 -1.104 -2.585
2 C -2.625 -1.955 -1.620
3 C -2.080 -1.385 -0.462
4 C -1.325 -2.154 0.431
5 C -0.820 -1.471 1.667
6 C -1.044 -3.502 0.126
7 C -0.111 -4.346 0.992
8 C -0.808 -4.841 2.261
9 C 1.254 -3.677 1.326
10 C 1.838 -2.913 0.215
11 C 3.220 -2.756 0.011
12 C 3.763 -2.858 -1.319
13 C 2.913 -3.387 -2.433
14 C 5.079 -2.513 -1.557
15 C 5.933 -2.118 -0.514
16 C 7.334 -1.692 -0.799
17 C 5.456 -2.178 0.803
18 C 4.142 -2.518 1.098
19 C 3.724 -2.559 2.538
20 C -1.666 -4.096 -0.994
21 C -1.495 -5.556 -1.314
22 C -2.430 -3.311 -1.853
23 H -3.727 -1.715 -3.433
24 H -4.283 -0.668 -2.109
25 H -2.789 -0.274 -2.970
26 H -2.238 -0.323 -0.263
27 H -0.858 -2.123 2.546
28 H 0.213 -1.121 1.527
29 H -1.432 -0.589 1.903
30 H 0.165 -5.239 0.416
31 H -1.744 -5.343 1.998
32 H -0.174 -5.556 2.796
33 H -1.044 -4.016 2.943
34 H 1.159 -3.008 2.199
35 H 1.934 -4.496 1.646
36 H 1.160 -2.630 -0.592
37 H 3.459 -3.351 -3.380
38 H 2.634 -4.434 -2.254
39 H 1.981 -2.829 -2.555
40 H 5.467 -2.530 -2.574
41 H 7.818 -1.362 0.124
42 H 7.939 -2.492 -1.244
43 H 7.341 -0.856 -1.504
44 H 6.142 -1.934 1.617
45 H 4.590 -2.330 3.180
46 H 2.933 -1.825 2.765
47 H 3.373 -3.563 2.821
48 H -2.099 -5.810 -2.193
49 H -0.453 -5.802 -1.555
50 H -1.813 -6.199 -0.484
51 H -2.883 -3.775 -2.740
52 C 0.196 5.963 -2.388
53 C 0.421 5.149 -1.119
54 C 1.465 4.054 -1.323
55 C 0.936 6.146 -0.076
56 N -0.821 4.534 -0.655
57 C -1.983 4.424 -1.506
58 C -3.128 3.864 -0.677
59 N -2.633 3.599 0.654
60 C -3.510 3.164 1.745
61 C -4.982 3.346 1.398
62 C -3.280 4.026 2.991
63 C -3.177 1.713 2.082
64 P -0.997 3.793 0.813
65 H -0.335 2.407 0.753
66 H -0.522 6.777 -2.207
67 H 1.154 6.433 -2.659
68 H -0.138 5.373 -3.250
69 H 1.746 3.593 -0.367
70 H 1.082 3.268 -1.984
71 H 2.370 4.482 -1.774
72 H 1.176 5.683 0.888
73 H 1.848 6.612 -0.477
74 H 0.194 6.940 0.085
75 H -2.250 5.425 -1.876
76 H -1.816 3.793 -2.402
77 H -3.939 4.604 -0.623
78 H -3.554 2.970 -1.176
79 H -5.326 2.748 0.545
80 H -5.571 3.037 2.277
81 H -5.216 4.406 1.213
82 H -2.261 3.957 3.390
83 H -3.505 5.079 2.774
84 H -3.982 3.685 3.767
85 H -2.163 1.628 2.491
86 H -3.882 1.331 2.832
87 H -3.242 1.077 1.191

=====

no.,HOMO (eV)
1,-8.163
2,-9.036
3,-12.588
4,-8.886